No. 1
Below is C2HBrF3O3S2 as an isolated structure at a distorted geometry, with properties calculated with the ωB97M-V functional and the def2-TZVPD basis.

Element x y z (Å)
C -1.400 0.127 0.038
C 0.313 -0.451 -1.027
O 2.068 -0.741 0.933
O 2.635 0.981 -0.766
O 0.761 1.193 0.760
F -1.679 1.234 -0.623
F 0.489 -1.757 -1.204
F 0.211 0.249 -2.242
S -0.604 0.242 1.607
S 1.660 0.256 -0.033
Br -2.328 -0.798 2.651
H -2.126 -0.533 -0.093

Cartesian forces (eV/Å) of the 2 atoms listed first:
C 6.790 0.945 -0.950
C -2.624 1.773 0.134

The lowest unoccupied orbital energy comes out at 0.1202 Ha. As for the charge: -1.

No. 2
Below is a 4-piece molecular cluster, C3H14NO4 overall at a distorted geometry, with properties calculated with the ωB97M-V functional and the def2-TZVPD basis.

Element x y z (Å)
O 0.895 -1.774 -1.621
C 0.972 -0.588 -1.727
C 0.658 0.331 -0.526
N -0.742 0.765 -0.356
C -0.805 1.891 0.638
H 1.357 -0.016 -2.589
H 0.993 -0.184 0.378
H 1.374 1.158 -0.565
H -1.095 1.227 -1.193
H -1.307 -0.028 0.033
H -0.574 2.866 0.214
H -0.043 1.737 1.405
H -1.709 1.971 1.221
H 6.490 2.752 -0.899
H 7.286 1.398 -0.996
O 6.416 1.802 -1.057
H -5.317 -2.650 2.576
H -4.287 -3.557 2.005
O -4.393 -2.642 2.294
H -2.512 0.112 2.259
H -3.389 -0.595 1.194
O -2.564 -0.098 1.320

Cartesian forces (eV/Å) of the 2 atoms listed first:
O -0.050 0.116 -0.399
C -0.214 0.470 0.712

Its relative energy (zero: lowest compared OMol25 entry of this formula, charge and spin) is 43.2 kcal per mole. The lowest unoccupied orbital energy comes out at -0.1258 Ha. As for the charge: +1.

Values for highest occupied orbital energy, Ha, ordered as above
-0.18078 -0.49760